No. 1
# C56H42N9O2RbS5

A structure of composition C56H42N9O2RbS5 at a distorted geometry (the ωB97M-V functional and the def2-TZVPD basis, OMol25).

```
115
Properties=species:S:1:pos:R:3:mulliken_charge:R:1
Rb 1.851 -1.365 1.749 0.77
N 1.166 0.950 2.975 -0.30
S 0.165 1.765 3.598 0.88
N -0.364 3.194 2.766 0.02
S -1.365 3.211 1.613 0.90
N -1.604 2.130 0.538 0.12
S -0.478 1.104 -0.187 0.90
N -0.198 -0.177 0.405 -0.35
C 0.864 2.272 -0.524 0.50
C 0.719 3.245 -1.507 -0.20
C 1.739 4.156 -1.725 -0.87
C 2.893 4.098 -0.955 -0.64
C 3.025 3.124 0.024 -0.92
C 2.013 2.195 0.243 -0.08
C -1.277 1.003 -1.811 0.20
C -0.760 0.010 -2.633 -0.79
C -1.316 -0.201 -3.885 -0.70
C -2.396 0.569 -4.303 -0.55
C -2.921 1.545 -3.468 -0.78
C -2.361 1.765 -2.216 0.13
C -0.992 4.769 0.821 0.60
C -1.831 5.224 -0.188 -0.69
C -1.503 6.381 -0.868 -0.67
C -0.340 7.073 -0.548 -0.57
C 0.490 6.605 0.460 -0.71
C 0.167 5.450 1.153 -0.33
C -3.023 3.472 2.226 0.54
C -4.054 2.620 1.868 -0.21
C -5.303 2.799 2.441 -0.72
C -5.515 3.822 3.353 -0.55
C -4.470 4.670 3.704 -0.63
C -3.218 4.494 3.147 -0.85
C 0.570 2.509 5.181 0.42
C 0.378 3.837 5.532 -0.09
C 0.707 4.238 6.819 -0.64
C 1.208 3.316 7.736 -0.62
C 1.400 1.989 7.370 -0.54
C 1.091 1.585 6.078 -0.27
C -1.438 1.005 3.952 0.44
C -1.739 -0.149 3.248 -0.11
C -2.966 -0.764 3.457 -0.76
C -3.865 -0.233 4.370 -0.63
C -3.545 0.919 5.080 -0.84
C -2.326 1.545 4.872 -0.21
H -0.183 3.289 -2.103 0.41
H 1.629 4.911 -2.495 0.46
H 3.693 4.810 -1.124 0.40
H 3.924 3.068 0.626 0.53
H 2.132 1.461 1.029 0.13
H 0.058 -0.607 -2.271 0.62
H -0.911 -0.974 -4.526 0.53
H -2.836 0.398 -5.279 0.36
H -3.772 2.135 -3.789 0.43
H -2.763 2.516 -1.548 0.17
H -2.728 4.665 -0.434 0.18
H -2.150 6.745 -1.657 0.42
H -0.080 7.974 -1.090 0.39
H 1.404 7.134 0.701 0.44
H 0.805 5.051 1.931 0.52
H -3.855 1.817 1.169 0.49
H -6.110 2.124 2.184 0.44
H -6.491 3.952 3.803 0.39
H -4.632 5.460 4.426 0.42
H -2.383 5.127 3.430 0.22
H -0.021 4.540 4.806 0.14
H 0.566 5.273 7.110 0.39
H 1.448 3.639 8.743 0.37
H 1.780 1.248 8.068 0.56
H 1.298 0.554 5.770 -0.08
H -1.018 -0.545 2.535 0.05
H -3.205 -1.673 2.917 0.51
H -4.815 -0.725 4.544 0.39
H -4.241 1.324 5.806 0.44
H -2.058 2.432 5.432 0.48
S 2.931 -1.096 4.952 -0.41
C 2.427 -2.680 5.372 0.39
S 2.329 -3.920 4.187 -0.51
C 2.146 -2.923 6.743 -0.20
C 1.754 -4.177 7.257 0.04
N 1.411 -5.176 7.738 -0.69
C 2.138 -1.863 7.673 0.33
N 2.129 -0.995 8.448 -0.74
C 0.300 -8.597 -10.237 -0.82
O 1.467 -7.812 -10.256 -0.45
C 1.766 -7.124 -9.098 0.91
C 1.012 -7.183 -7.935 -0.69
C 1.397 -6.453 -6.818 -0.28
C 2.543 -5.647 -6.840 -0.19
C 3.294 -5.611 -8.025 -0.18
C 2.911 -6.335 -9.137 -0.62
N 3.016 -4.885 -5.781 -0.70
N 2.238 -4.884 -4.778 0.24
C 2.612 -4.174 -3.698 0.16
C 3.828 -3.457 -3.586 -0.36
C 4.137 -2.705 -2.495 -1.04
C 3.231 -2.540 -1.384 0.26
O 3.446 -1.753 -0.454 -0.70
C 2.002 -3.362 -1.439 -0.44
N 1.198 -3.306 -0.363 0.04
C 0.083 -3.998 -0.365 -0.50
C -0.319 -4.792 -1.448 -0.82
C 0.490 -4.861 -2.553 -0.26
C 1.700 -4.140 -2.578 1.12
H 0.214 -9.046 -11.225 0.23
H -0.591 -7.990 -10.039 0.32
H 0.357 -9.393 -9.486 0.32
H 0.123 -7.799 -7.878 0.32
H 0.815 -6.503 -5.910 0.32
H 4.186 -4.996 -8.044 0.41
H 3.491 -6.306 -10.053 0.37
H 4.518 -3.521 -4.417 0.41
H 5.069 -2.155 -2.441 0.40
H -0.533 -3.930 0.528 0.40
H -1.251 -5.341 -1.398 0.42
H 0.226 -5.463 -3.412 0.39
```

Output
energy above the lowest of the compared OMol25 structures with the same formula, charge and spin	16.6	kJ/mol
HOMO level	-0.92	eV
charge	-2
gap between HOMO and LUMO	3.623	eV

---

No. 2
# C18H52B6F24N5O5

A cluster of 11 separate species, C18H52B6F24N5O5 in total at a distorted geometry (the ωB97M-V functional and the def2-TZVPD basis, OMol25).

```
110
Properties=species:S:1:pos:R:3:mulliken_spin:R:1
C 3.162 -0.138 -1.299 0.00
C 3.640 1.246 -1.748 0.00
O 3.016 2.292 -1.771 0.00
N 5.091 1.398 -2.255 0.00
H 5.359 0.525 -2.687 0.00
H 5.150 1.930 -3.111 0.00
C 6.054 1.879 -1.198 0.00
H 2.478 -0.100 -0.451 0.00
H 4.061 -0.687 -1.020 0.00
H 2.699 -0.577 -2.184 0.00
H 6.966 1.997 -1.783 0.00
H 6.164 1.177 -0.371 0.00
H 5.554 2.800 -0.898 0.00
C -2.178 0.380 0.470 0.00
C -1.069 -0.055 -0.450 0.00
O -0.098 0.661 -0.700 0.00
N -1.397 -1.338 -1.242 0.00
H -2.221 -1.731 -0.810 0.00
H -1.745 -1.101 -2.160 0.00
C -0.159 -2.304 -1.246 0.00
H -1.929 1.327 0.948 0.00
H -2.451 -0.276 1.297 0.00
H -3.069 0.592 -0.121 0.00
H 0.789 -1.780 -1.365 0.00
H -0.337 -3.013 -2.054 0.00
H -0.157 -2.848 -0.302 0.00
C -1.042 -5.569 5.736 0.00
C -2.242 -4.550 5.842 0.00
C -1.992 -3.281 4.979 0.00
O -3.194 -2.515 5.016 0.00
C -3.154 -1.456 4.176 0.00
N -3.511 -5.211 5.356 0.00
H -3.729 -6.029 5.908 0.00
H -4.278 -4.555 5.369 0.00
H -3.438 -5.508 4.394 0.00
H -0.956 -6.325 6.517 0.00
H -0.110 -5.095 6.044 0.00
H -1.012 -6.061 4.764 0.00
H -2.378 -4.276 6.889 0.00
H -1.701 -3.640 3.992 0.00
H -1.202 -2.657 5.398 0.00
H -4.041 -0.834 4.291 0.00
H -3.106 -1.726 3.121 0.00
H -2.219 -0.921 4.344 0.00
C -0.285 2.717 -3.012 0.00
C -0.754 2.919 -4.480 0.00
C 0.471 3.134 -5.436 0.00
O 1.431 2.117 -5.279 0.00
C 2.768 2.508 -5.683 0.00
N -1.420 1.625 -5.001 0.00
H -1.851 1.705 -5.911 0.00
H -0.694 0.928 -5.087 0.00
H -2.089 1.286 -4.325 0.00
H 0.581 2.061 -2.919 0.00
H -1.142 2.481 -2.382 0.00
H -0.021 3.722 -2.683 0.00
H -1.448 3.754 -4.578 0.00
H 0.827 4.149 -5.259 0.00
H 0.055 3.116 -6.444 0.00
H 2.809 2.538 -6.771 0.00
H 3.453 1.703 -5.416 0.00
H 3.207 3.317 -5.099 0.00
C 2.853 6.325 4.434 0.00
C 2.925 4.931 3.818 0.00
C 2.351 4.980 2.389 0.00
O 2.034 3.662 2.002 0.00
C 1.559 3.609 0.657 0.00
N 4.298 4.383 3.927 0.00
H 4.363 3.541 3.373 0.00
H 5.054 4.945 3.563 0.00
H 4.584 4.137 4.864 0.00
H 3.162 7.166 3.813 0.00
H 3.351 6.595 5.366 0.00
H 1.821 6.458 4.759 0.00
H 2.301 4.258 4.406 0.00
H 3.143 5.350 1.739 0.00
H 1.467 5.596 2.227 0.00
H 0.628 4.175 0.690 0.00
H 1.427 2.551 0.428 0.00
H 2.219 4.079 -0.072 0.00
B -4.041 -0.118 -3.039 0.00
F -4.115 -1.328 -2.297 0.00
F -5.276 0.395 -2.955 0.00
F -3.040 0.739 -2.588 0.00
F -3.719 -0.381 -4.328 0.00
B -5.198 2.174 1.683 0.00
F -5.566 1.473 0.527 0.00
F -4.952 3.509 1.374 0.00
F -6.150 2.044 2.635 0.00
F -4.026 1.767 2.261 0.00
B 0.037 -1.335 -4.686 0.00
F 0.338 -0.496 -5.683 0.00
F -0.596 -2.419 -5.271 0.00
F 1.254 -1.549 -4.041 0.00
F -0.843 -0.722 -3.832 0.00
B 0.087 -7.060 -2.360 -0.05
F 0.375 -7.647 -3.561 0.02
F 0.203 -5.686 -2.401 0.41
F -1.191 -7.321 -1.999 0.38
F 0.908 -7.527 -1.354 0.25
B 1.543 -3.093 1.928 0.00
F 0.932 -3.625 3.044 0.00
F 2.815 -2.760 2.252 0.00
F 1.554 -4.051 0.889 0.00
F 0.796 -1.972 1.555 0.00
B -3.532 -3.546 0.406 0.00
F -4.782 -3.911 0.891 0.00
F -3.299 -3.950 -0.950 0.00
F -3.500 -2.124 0.423 0.00
F -2.520 -4.053 1.234 0.00
```

Output
multiplicity	2
HOMO level (spin up / spin down)	-8.48 / -8.48	eV
gap between HOMO and LUMO (spin up / spin down)	5.739 / 2.270	eV

---

No. 3
# C23H25Br2N3NiOS2Te

A structure of composition C23H25Br2N3NiOS2Te at a distorted geometry (the ωB97M-V functional and the def2-TZVPD basis, OMol25).

```
58
Properties=species:S:1:pos:R:3:mulliken_spin:R:1
Ni -0.308 0.166 0.747 1.74
C 3.028 3.096 2.463 0.00
C 1.807 2.215 2.295 0.00
S 1.623 1.576 0.632 0.05
C 0.928 1.944 3.275 0.00
C 1.052 2.614 4.655 0.00
S -0.418 0.782 3.126 0.10
H 3.891 2.709 1.916 0.00
H 3.332 3.276 3.497 0.00
H 2.873 4.098 2.028 0.00
H 1.609 3.567 4.656 0.00
H 1.455 1.949 5.411 0.00
H 0.049 2.878 4.989 0.00
Br 3.677 -5.037 2.840 0.00
C 2.616 -3.565 2.189 0.00
C 1.307 -3.433 2.609 0.01
C 0.591 -2.410 1.991 -0.01
N 1.079 -1.627 1.039 0.02
C 2.344 -1.792 0.671 -0.01
C 3.176 -2.772 1.227 0.00
H 0.908 -4.082 3.373 0.00
H -0.457 -2.219 2.204 0.01
H 2.676 -1.106 -0.140 0.00
H 4.167 -2.896 0.823 0.00
C -2.483 5.236 -0.595 0.00
N -2.768 3.845 -0.307 0.00
C -1.756 3.034 0.212 0.00
N -0.832 3.666 0.906 0.00
O -1.763 1.833 0.001 0.01
H -3.348 5.736 -1.029 0.00
H -1.620 5.421 -1.273 0.00
H -2.321 5.762 0.339 0.00
H -3.264 3.328 -1.017 0.00
H -0.952 4.560 1.336 0.00
H -0.068 3.109 1.273 0.00
Br -5.679 -3.977 0.173 0.00
C -4.208 -2.736 0.364 -0.01
C -3.248 -2.748 -0.615 0.01
C -2.109 -1.948 -0.487 -0.01
C -1.937 -1.044 0.563 0.08
C -2.958 -1.064 1.529 -0.03
C -4.084 -1.881 1.446 0.01
H -3.393 -3.378 -1.492 0.00
H -1.412 -1.955 -1.297 0.00
H -2.945 -0.413 2.399 0.00
H -4.858 -1.819 2.213 0.00
Te 0.513 0.374 -2.701 0.04
C 0.913 -1.007 -4.261 0.00
C 0.851 -0.656 -5.614 0.00
C 1.215 -1.541 -6.638 0.00
C 1.612 -2.835 -6.367 0.00
C 1.671 -3.221 -5.032 0.00
C 1.339 -2.322 -4.021 0.00
H 0.580 0.362 -5.902 0.00
H 1.148 -1.241 -7.666 0.00
H 1.799 -3.527 -7.179 0.00
H 1.910 -4.248 -4.795 0.00
H 1.449 -2.638 -2.983 0.00
```

Output
multiplicity	3
HOMO level (spin up / spin down)	-0.73 / -0.74	eV
charge	-2
gap between HOMO and LUMO (spin up / spin down)	4.519 / 4.530	eV

---

No. 4
# C2H4INO3S

The molecule C2H4INO3S at a distorted geometry (the ωB97M-V functional and the def2-TZVPD basis, OMol25).

```
12
Properties=species:S:1:pos:R:3:mulliken_charge:R:1
N -0.482 1.471 0.832 -0.52
S -0.335 -0.227 0.937 1.15
O -1.717 -0.503 0.853 -0.63
O 0.391 -0.477 2.143 -0.58
C 0.500 -1.223 -0.396 -0.67
C 1.886 -1.548 0.211 0.37
O 2.379 -2.540 0.639 -0.42
I 3.101 0.171 -0.025 0.02
H -0.891 1.634 -0.029 0.27
H 0.426 1.796 1.096 0.27
H -0.203 -2.080 -0.293 0.31
H 0.601 -0.738 -1.368 0.42
```

Output
energy above the lowest of the compared OMol25 structures with the same formula, charge and spin	0.0	kJ/mol
HOMO level	-10.29	eV
gap between HOMO and LUMO	10.158	eV
SMILES	NS(=O)(=O)CC(=O)I

---

No. 5
# CI3P

A structure of composition CI3P at a distorted geometry (the ωB97M-V functional and the def2-TZVPD basis, OMol25).

```
5
Properties=species:S:1:pos:R:3:mulliken_spin:R:1
C -0.144 0.730 0.509 -0.12
P 1.394 0.673 0.969 0.90
I -1.591 2.357 0.185 0.09
I -0.954 -1.222 0.587 0.18
I 1.294 -2.538 -2.250 0.95
```

Output
multiplicity	3
HOMO level (spin up / spin down)	-8.39 / -9.30	eV
gap between HOMO and LUMO (spin up / spin down)	7.557 / 6.234	eV

---

No. 6
# C2HCl2N2O

The ion C2HCl2N2O with charge +1 at a distorted geometry (the ωB97M-V functional and the def2-TZVPD basis, OMol25).

```
8
Properties=species:S:1:pos:R:3:mulliken_charge:R:1
C 0.169 0.182 0.262 0.48
C 0.155 -1.189 0.272 -0.17
N 1.160 1.624 -1.397 -0.24
N 0.726 0.927 -0.654 0.58
O -1.792 1.171 0.070 -0.47
Cl -0.890 1.138 1.282 0.44
Cl 0.733 -2.146 -0.964 0.00
H -0.260 -1.708 1.128 0.37
```

Output
energy above the lowest of the compared OMol25 structures with the same formula, charge and spin	572.2	kJ/mol
HOMO level	-14.73	eV
charge	+1
gap between HOMO and LUMO	7.768	eV